# 1
This record from OMol25 describes an isolated molecule of C20H33NO4. The level of theory is ωB97M-V/def2-TZVPD.

Calculated values
**Maximum force**: 0.84 eV/Å
**Orbital gap**: 9.30 eV
**Highest occupied orbital energy**: -0.3177 hartree
**Structure (SMILES)**: C=C1CCC[C@]2(C)C[C@H]3OC(=O)[C@@H](CN(C)CC(OC)OC)[C@H]3C[C@@H]12
**ΔE to the lowest compared entry with this formula, charge and spin**: 0.0 kJ/mol

ORCA input file:
```
! wB97M-V def2-TZVPD RIJCOSX def2/J DEFGRID3
* xyz 0 1
C -2.23 -2.47 1.72
C -2.81 -2.11 0.59
C -4.07 -2.77 0.10
C -5.18 -1.73 -0.02
C -4.74 -0.57 -0.90
C -3.45 0.09 -0.39
C -3.70 0.75 0.97
C -3.02 1.15 -1.42
C -1.59 1.67 -1.27
O -1.48 2.63 -0.21
C -0.25 2.59 0.33
O 0.08 3.30 1.24
C 0.59 1.54 -0.38
C 1.67 0.89 0.48
N 2.99 1.38 0.10
C 3.27 2.69 0.66
C 4.05 0.44 0.43
C 3.99 -0.83 -0.43
O 5.29 -1.33 -0.52
C 5.45 -2.33 -1.51
O 3.09 -1.82 0.02
C 3.37 -2.38 1.29
C -0.51 0.62 -0.94
C -1.00 -0.39 0.10
C -2.35 -0.99 -0.31
H -1.34 -2.01 2.11
H -2.62 -3.28 2.32
H -4.37 -3.57 0.77
H -3.88 -3.21 -0.89
H -5.44 -1.36 0.98
H -6.08 -2.19 -0.44
H -5.53 0.18 -0.96
H -4.57 -0.95 -1.91
H -4.66 1.26 0.96
H -2.93 1.48 1.20
H -3.71 0.01 1.76
H -3.69 2.01 -1.36
H -3.09 0.73 -2.42
H -1.32 2.19 -2.20
H 1.09 2.05 -1.21
H 1.66 -0.18 0.32
H 1.47 1.09 1.55
H 4.17 3.09 0.19
H 2.43 3.35 0.45
H 3.42 2.65 1.74
H 4.06 0.17 1.50
H 5.01 0.91 0.20
H 3.60 -0.56 -1.42
H 6.49 -2.65 -1.44
H 4.79 -3.17 -1.33
H 5.25 -1.92 -2.51
H 2.97 -1.77 2.10
H 2.89 -3.36 1.30
H 4.45 -2.51 1.43
H -0.20 0.10 -1.85
H -1.10 0.11 1.07
H -0.27 -1.19 0.19
H -2.23 -1.41 -1.31
*
```

=====

# 2
This record from OMol25 describes C5H9EuMgO4 as an isolated structure in a non-equilibrium geometry. The level of theory is ωB97M-V/def2-TZVPD.

Calculated values
**Maximum force**: 5.18 eV/Å
**Orbital gap (alpha / beta)**: 4.74 / 4.86 eV
**Highest occupied orbital energy (alpha / beta)**: -0.3560 / -0.3569 hartree
**ΔE to the lowest compared entry with this formula, charge and spin**: 297.2 kJ/mol

ORCA input file:
```
! wB97M-V def2-TZVPD RIJCOSX def2/J DEFGRID3
* xyz 1 8
O -0.41 2.49 0.59
C -1.12 2.59 -0.55
C -1.40 1.57 -1.39
O -0.77 0.36 -1.39
C -0.95 -0.64 -0.35
C 0.20 -1.60 -0.54
O 1.38 -1.00 0.05
C 2.54 -1.79 0.14
Mg 0.61 0.71 0.88
H -1.79 3.46 -0.58
H -2.17 1.68 -2.16
H -1.89 -1.17 -0.53
H 0.45 -1.79 -1.60
H 0.01 -2.54 -0.01
H 3.27 -1.25 0.76
H 2.32 -2.76 0.61
H 2.94 -1.93 -0.88
Eu -0.73 2.91 2.96
O -0.80 0.72 2.28
H -1.68 -0.03 1.71
*
```